P.
DFT (wB97M-V/def2-TZVPD) results for a cluster of 2 separate species, C7H7N in total.

Each line ends with the Löwdin charge.
Element x y z (Å)
C (2.3437, -2.0472, 2.2942)  0.13
C (2.2176, -2.0509, 1.0898)  -0.16
C (1.7653, -2.4371, -0.1184)  -0.20
C (-0.3683, 0.6580, 0.8361)  -0.10
C (1.7537, -2.8885, -1.2225)  0.12
C (-0.1716, 0.1979, 2.1967)  -0.09
C (-0.0196, -0.2102, -1.3632)  -0.09
N (-0.0252, 0.1856, -0.1822)  -0.07
H (2.7594, -1.7052, 3.2320)  0.05
H (-0.3141, 0.9400, 2.9858)  0.07
H (0.7106, -0.2941, 2.2675)  -0.02
H (-0.9781, -0.5335, 2.3157)  0.10
H (0.8480, 0.0415, -2.0050)  0.08
H (1.8035, -3.0433, -2.3398)  0.08
H (-0.7941, -0.9414, -1.6403)  0.08

Summary:
lowest unoccupied orbital energy	0.51	eV
charge	0
2S+1	1
HOMO	-7.22	eV

---

Q.
DFT (wB97M-V/def2-TZVPD) results for the molecule C7H7N.

Each line ends with the Löwdin charge.
Element x y z (Å)
N (-2.7830, 0.0341, -0.2678)  0.18
C (-1.8222, -0.5411, -0.0370)  -0.25
C (-0.6524, -1.3181, 0.2857)  -0.14
C (0.6019, -0.4433, 0.4387)  -0.29
C (0.4379, 0.7972, 1.3031)  -0.06
C (-0.0005, 1.7867, 0.5014)  0.00
C (0.1020, 1.4816, -0.8112)  -0.09
C (0.9765, 0.2578, -0.9191)  -0.14
H (-0.8432, -1.8419, 1.2255)  0.13
H (-0.5061, -2.0622, -0.5023)  0.13
H (1.4066, -1.0750, 0.8282)  0.14
H (0.6618, 0.8328, 2.3508)  0.09
H (-0.3601, 1.9611, -1.6533)  0.10
H (2.0517, 0.4534, -0.9320)  0.12
H (0.7293, -0.3232, -1.8109)  0.11

Summary:
lowest unoccupied orbital energy (alpha / beta)	-0.54 / -0.46	eV
SMILES	N#CC[C@@H]1C=C=CC1
charge	0
2S+1	1
HOMO (alpha / beta)	-7.93 / -9.06	eV

---

Q: Which of them is the most stable? A: Q.

---

P.
DFT (wB97M-V/def2-TZVPD) results for the molecule C5H2O.

Each line ends with the Löwdin charge.
Element x y z (Å)
C (2.4285, -0.2702, 0.1091)  0.14
C (1.2834, -0.0148, -0.1775)  -0.11
C (-0.1142, 0.3014, -0.1382)  -0.15
C (-1.1226, -0.2016, -0.8946)  -0.01
C (-2.2996, -0.0915, -0.2792)  -0.21
O (-3.2817, -0.1800, 0.3298)  0.20
H (3.4413, -0.5099, 0.3621)  0.04
H (-0.3351, 0.9666, 0.6886)  0.11

Summary:
lowest unoccupied orbital energy	-0.98	eV
SMILES	C#CC=C=C=O
charge	0
2S+1	1
HOMO	-9.50	eV

---

Q.
DFT (wB97M-V/def2-TZVPD) results for the molecule C5H2O.

Each line ends with the Löwdin charge.
Element x y z (Å)
C (-3.3447, 1.9606, -0.0716)  0.06
C (-2.6780, 0.9306, 0.1017)  -0.15
C (-1.2573, -0.6369, -0.0515)  0.08
C (-2.6285, -0.6299, -0.0231)  -0.47
C (-0.0279, -0.2317, -0.0159)  0.07
O (-3.5121, -1.4392, -0.0001)  0.14
H (0.7734, -0.8572, -0.6212)  0.13
H (0.5044, 0.5807, 0.6065)  0.13

Summary:
lowest unoccupied orbital energy (alpha / beta)	-2.74 / -2.95	eV
charge	0
2S+1	1
HOMO (alpha / beta)	-10.16 / -9.80	eV

---

Q: Which of them is the most stable? A: P.

---

P.
DFT (wB97M-V/def2-TZVPD) results for a cluster of 2 separate species, C2HClNO2 in total.

Each line ends with the Löwdin charge.
Element x y z (Å)
C (0.7464, -0.5060, -0.8989)  -0.36
C (0.5067, 0.7890, -1.0867)  -0.12
N (-0.9937, -0.1814, 1.5999)  -0.80
O (0.5875, 1.8532, -0.4589)  0.02
O (1.2521, -1.3769, -1.6345)  -0.06
Cl (-2.1072, 0.0826, 2.5977)  0.30
H (0.0082, -0.6604, -0.1187)  0.03

Summary:
lowest unoccupied orbital energy (alpha / beta)	2.45 / 3.76	eV
charge	-1
2S+1	1
HOMO (alpha / beta)	-1.72 / -2.55	eV

---

Q.
DFT (wB97M-V/def2-TZVPD) results for a cluster of 2 separate species, C2HClNO2 in total.

Each line ends with the Löwdin charge.
Element x y z (Å)
C (-1.8265, 0.0493, -0.0154)  -0.64
C (-2.9087, -0.8018, -0.0744)  -0.66
N (0.3795, -0.8134, -0.3691)  -0.11
O (-2.5017, -0.6016, 1.1482)  0.02
O (-3.6770, -1.5151, -0.6860)  0.05
Cl (-2.1118, 1.7962, -0.0241)  0.50
H (0.3900, 0.2310, -0.6509)  -0.17

Summary:
lowest unoccupied orbital energy (alpha / beta)	3.65 / 3.65	eV
charge	-1
2S+1	1
HOMO (alpha / beta)	-3.57 / -3.51	eV

---

Q: Which of them is the most stable? A: Q.

---

P.
DFT (wB97M-V/def2-TZVPD) results for a cluster of 2 separate species, CH5BS2 in total.

Each line ends with the Löwdin charge.
Element x y z (Å)
B (-0.4861, 0.1328, -0.0135)  -1.00
C (1.7270, -0.4701, -0.0730)  -0.02
S (-0.8994, 1.8708, -0.2931)  0.71
S (-1.6522, -1.1030, 0.4604)  0.76
H (2.0177, 0.5372, -0.0680)  -0.04
H (1.9094, -1.0004, -0.9434)  -0.04
H (1.9329, -1.1844, 0.7545)  0.02
H (-2.0983, 1.4377, -0.6663)  -0.16
H (-2.4510, -0.2206, 0.8423)  -0.22

Summary:
lowest unoccupied orbital energy	0.30	eV
charge	0
2S+1	1
HOMO	-8.86	eV

---

Q.
DFT (wB97M-V/def2-TZVPD) results for a structure of composition CH5BS2.

Each line ends with the Löwdin charge.
Element x y z (Å)
B (0.8694, 0.3978, -0.1019)  -0.82
C (1.2591, -1.1821, -0.2316)  -0.10
S (-2.5714, 0.9329, -0.1459)  0.34
S (0.9935, 1.9039, 0.3121)  0.75
H (1.5172, -1.4063, -1.2677)  0.05
H (0.5334, -1.9137, 0.0281)  0.03
H (2.1143, -1.3896, 0.5116)  0.09
H (-1.4035, 0.4119, 0.1599)  -0.35
H (-3.3121, 2.2453, 0.7355)  0.03

Summary:
lowest unoccupied orbital energy	-0.62	eV
charge	0
2S+1	1
HOMO	-9.47	eV

---

Q: Which of them is the most stable? A: P.